C36H30FeN4O4Si | ωB97M-V/def2-TZVPD

Cartesian coordinates (Å):
Fe: -1.479943 -0.550849 0.548791
O: -1.517276 -7.028507 2.038167
C: -0.942003 -6.566661 1.048233
O: -0.175649 -7.073884 0.172906
C: -1.126302 -5.132251 0.884453
C: -1.018633 -4.514229 -0.375502
C: -1.282564 -3.164298 -0.452201
N: -1.485233 -2.415032 0.688865
C: -1.873568 -3.012939 1.818613
C: -1.620986 -4.376896 1.990475
C: -2.487442 -2.096986 2.806524
C: -2.806162 -2.307327 4.139776
C: -3.427634 -1.292947 4.876795
C: -3.604750 -0.033320 4.223442
C: -3.333508 0.085426 2.846299
N: -2.631838 -0.816396 2.193632
C: -1.498875 -2.358813 -1.633703
C: -1.475774 -2.831745 -2.961342
C: -1.253744 -1.951447 -3.996188
C: -1.168534 -0.595726 -3.713129
C: -1.367446 -0.125786 -2.436836
N: -1.625772 -0.996096 -1.428742
H: -0.768936 -5.046414 -1.290412
H: -1.610026 -4.785578 3.005244
H: -2.741024 -3.326248 4.453404
H: -3.607296 -1.435582 5.931090
H: -4.160321 0.749279 4.763006
H: -3.794920 0.913130 2.276985
H: -1.695631 -3.842050 -3.138440
H: -1.066958 -2.347897 -5.055034
H: -1.099697 0.106338 -4.569169
H: -1.309139 0.941811 -2.131536
C: -1.676016 5.084360 1.132365
C: -2.228013 4.032709 0.471284
C: -1.560485 2.815208 0.427786
C: -0.322923 2.573892 1.007421
C: 0.239719 3.691293 1.609599
C: -0.420735 4.901374 1.732372
Si: 0.379496 0.845764 1.187034
C: 1.870753 0.669512 0.049782
C: 2.857234 1.643051 0.019091
C: 3.704299 1.729337 -1.090458
C: 3.420996 0.968665 -2.213149
C: 2.394351 -0.011873 -2.177100
C: 1.727885 -0.210517 -0.999083
C: 1.017014 0.830398 2.965111
C: 0.215472 1.080156 4.074976
C: 0.764398 1.089391 5.394773
C: 2.056615 0.710677 5.645862
C: 2.844185 0.322289 4.547493
C: 2.347807 0.394751 3.267823
H: -2.216174 5.987547 1.226219
H: -3.125079 4.138882 -0.131259
H: -2.032825 2.063974 -0.248886
H: 1.271441 3.673369 2.056433
H: 0.094203 5.717819 2.263534
H: 2.940144 2.425233 0.796896
H: 4.553005 2.383640 -1.153539
H: 3.961508 1.112457 -3.169308
H: 2.180270 -0.605770 -3.047345
H: 1.118061 -1.081562 -0.956021
H: -0.843360 1.397385 4.021359
H: 0.121569 1.453093 6.160066
H: 2.449359 0.709119 6.633936
H: 3.835178 -0.089506 4.697130
H: 3.022557 0.028033 2.479937
N: 3.288371 1.826248 -7.406759
C: 1.931894 1.840508 -6.902252
C: 1.788633 1.005259 -5.646299
O: 0.888719 1.201576 -4.812364
O: 2.741201 0.061295 -5.401343
H: 3.898786 2.567546 -7.095634
H: 3.245001 1.826559 -8.445872
H: 3.438947 0.240412 -6.089801
H: 1.343085 1.378324 -7.689186
H: 1.531035 2.808047 -6.717090

Cartesian forces (eV/Å) of the 3 atoms listed first:
Fe -0.7 1.4 -0.4
O -0.2 -0.4 0.2
C 1.8 -2.3 -0.7

Output
relative energy (zero: lowest compared OMol25 entry of this formula, charge and spin): 0.000 eV
E_HOMO (spin up / spin down): -10.16 / -10.10 eV
max |F|: 3.09 eV/Å
2S+1: 6
expectation value of S²: 8.7684
orbital gap (spin up / spin down): 5.87 / 4.52 eV
E_LUMO (spin up / spin down): -4.29 / -5.58 eV
total charge: +1

Atom charges from the Löwdin analysis, given in e for atoms 1 to 2: 0.9047, 0.0173